[1]
The following is a quantum chemistry calculation of 10 unconnected molecules or ions with the total composition C28H56Br10O14S4 in a non-equilibrium geometry, from the OMol25 dataset.

## Properties
energy: -29486.5418 Eh
net charge: 0

Structure (XYZ):
```
112
Properties=species:S:1:pos:R:3:forces:R:3
O 3.304 -0.676 -0.966 1.098 -0.326 0.187
C 2.217 -0.404 -0.532 -1.732 0.311 -0.439
C 1.714 -0.618 0.821 -1.974 0.285 1.417
C 0.375 -0.507 1.118 1.718 -0.015 -0.147
C -0.655 0.077 0.193 0.582 -0.163 1.865
O -1.804 0.271 0.590 1.126 -0.243 -0.938
C -0.039 0.595 -1.009 0.482 -0.147 -1.640
C 1.226 0.283 -1.390 -1.377 1.283 0.109
H 2.427 -0.690 1.628 0.082 -0.653 0.093
H 0.039 -0.629 2.137 0.064 -0.146 0.069
H -0.676 1.231 -1.606 0.072 -0.012 -0.346
H 1.633 0.748 -2.276 -0.054 -0.225 -0.328
C -3.990 0.900 -4.666 0.592 0.258 -0.322
C -3.666 -0.548 -4.286 0.122 -0.958 0.239
O -2.280 -0.723 -3.824 1.480 -0.910 -0.315
S -1.501 -2.249 -3.833 -0.608 0.850 -0.050
C -2.151 -2.788 -2.227 0.800 0.686 -0.933
O -2.052 -3.093 -4.859 -0.114 0.601 0.238
O -0.060 -2.041 -3.849 -1.995 0.269 0.490
H -4.007 1.131 -5.731 -0.115 -0.573 -0.227
H -3.225 1.594 -4.320 -0.014 -0.243 0.485
H -4.941 1.241 -4.256 0.066 -0.293 0.053
H -4.313 -0.853 -3.463 -0.024 0.059 0.185
H -3.805 -1.303 -5.060 -0.195 0.363 -0.334
H -3.225 -2.616 -2.300 0.051 -0.162 0.140
H -1.676 -2.087 -1.541 -0.154 -0.310 0.308
H -1.881 -3.832 -2.064 0.033 0.184 0.027
C 2.187 4.068 -0.392 -0.873 0.380 0.534
C 3.429 3.639 0.398 -0.515 0.160 -1.442
O 3.663 4.687 1.361 0.729 -0.466 1.753
S 4.496 4.274 2.772 0.173 2.109 -1.797
C 4.334 5.864 3.729 0.975 -1.000 -2.370
O 3.763 3.252 3.437 -0.055 -0.269 -0.098
O 5.885 4.158 2.358 -1.298 -0.525 0.789
H 1.682 3.331 -1.016 0.502 -0.528 0.122
H 2.305 4.933 -1.045 0.574 0.067 0.151
H 1.432 4.368 0.335 -0.137 0.008 0.116
H 3.290 2.646 0.824 -0.093 0.179 0.504
H 4.239 3.565 -0.328 0.490 0.126 0.390
H 3.429 6.369 3.393 -0.315 -0.378 0.901
H 5.138 6.426 3.252 0.173 0.148 0.361
H 4.597 5.617 4.758 -0.659 0.215 -0.076
C -4.076 -1.655 1.359 0.795 -1.010 -0.581
C -4.715 -0.419 0.803 1.086 0.270 -0.595
O -6.139 -0.382 0.763 -1.796 -0.710 -0.981
S -6.953 -1.422 -0.335 -0.555 -0.371 1.785
C -7.279 -2.755 1.043 0.232 0.805 -1.033
O -8.211 -0.816 -0.794 2.708 -0.865 1.240
O -6.004 -1.947 -1.306 -0.820 0.718 1.004
H -2.992 -1.541 1.343 0.031 0.318 -0.444
H -4.285 -2.463 0.657 -0.038 -0.493 0.438
H -4.192 -1.932 2.406 -1.007 0.151 -0.039
H -4.252 0.393 1.365 -1.147 0.461 0.198
H -4.406 -0.227 -0.224 0.444 -0.356 -0.068
H -7.967 -3.548 0.753 0.000 0.319 -0.501
H -7.663 -2.261 1.935 0.063 0.298 -0.321
H -6.303 -3.191 1.259 -0.036 0.207 -0.155
C 5.171 -4.875 -0.062 1.860 -1.869 1.252
C 4.260 -4.125 -0.918 0.156 2.441 0.753
O 3.445 -5.043 -1.559 -1.756 -0.596 -1.669
S 2.096 -4.502 -2.323 -0.680 -1.832 1.068
C 2.856 -3.546 -3.679 -0.470 -0.629 1.090
O 1.484 -5.723 -2.854 0.910 2.219 0.768
O 1.377 -3.701 -1.316 1.096 -0.760 -2.195
H 4.664 -5.548 0.629 -0.404 0.043 -0.120
H 5.878 -4.355 0.585 -0.332 0.834 -0.214
H 5.833 -5.519 -0.641 -0.112 -0.151 -0.316
H 3.692 -3.411 -0.321 -0.442 -0.119 0.131
H 4.800 -3.475 -1.607 0.201 -0.203 -0.463
H 3.237 -2.698 -3.109 -0.077 0.459 -0.731
H 2.107 -3.385 -4.453 -0.084 0.501 0.420
H 3.657 -4.146 -4.111 -0.019 -0.103 0.343
Br -5.944 2.623 -2.036 0.751 -0.130 0.486
C -3.999 2.790 -1.639 0.127 0.306 -0.193
C -3.754 3.044 -0.129 -0.228 0.057 -1.252
Br -1.874 3.551 0.202 -0.507 -0.203 -0.163
H -3.678 3.554 -2.347 -0.084 0.553 0.660
H -3.470 1.931 -2.053 -0.363 -0.495 0.576
H -3.992 2.138 0.427 0.270 0.326 0.063
H -4.332 3.897 0.227 0.017 -0.239 -0.049
Br 4.593 -2.283 2.959 0.672 1.078 -1.135
C 5.529 -0.763 1.980 -0.466 0.332 0.863
C 6.360 0.024 2.944 0.028 0.638 1.015
Br 5.375 0.968 4.495 0.873 -1.430 -1.182
H 4.842 -0.062 1.506 -0.561 -0.677 0.015
H 6.213 -1.146 1.222 -0.281 -0.473 0.085
H 6.768 0.900 2.440 0.113 -0.159 -0.058
H 7.158 -0.608 3.336 -0.148 0.356 0.446
Br -0.190 -1.446 4.712 0.369 -0.337 0.472
C 0.873 -2.481 6.078 -0.542 0.932 -0.399
C 2.314 -2.087 5.942 0.428 -0.942 0.374
Br 3.265 -2.812 7.573 -0.447 0.442 -0.802
H 0.633 -3.508 5.803 0.218 0.147 0.532
H 0.495 -2.120 7.035 -0.261 -0.479 -0.189
H 2.462 -1.007 5.914 0.143 -0.279 0.029
H 2.778 -2.623 5.114 0.072 0.486 0.093
Br -0.027 2.630 3.653 -0.226 -0.485 0.230
C -1.735 1.745 4.136 0.344 -0.125 -0.906
C -2.791 2.860 4.163 0.353 -1.075 -0.087
Br -4.540 2.128 3.570 0.370 0.240 0.661
H -1.538 1.136 5.018 -0.252 0.796 0.462
H -1.924 0.967 3.397 -0.007 0.488 -0.536
H -2.607 3.615 3.400 0.196 -0.104 0.383
H -2.784 3.244 5.183 -0.702 0.315 -0.281
Br 1.458 0.584 -5.221 -0.327 0.551 0.067
C 0.655 2.185 -6.054 -0.980 -0.218 0.690
C -0.871 2.373 -5.667 1.802 0.044 -0.777
Br -1.046 3.043 -3.819 0.155 -0.475 -0.628
H 0.823 1.937 -7.102 -0.456 0.479 0.003
H 1.225 3.060 -5.742 0.048 -0.236 -0.109
H -1.404 1.451 -5.899 -0.140 0.056 0.753
H -1.297 3.175 -6.270 0.136 -0.033 0.003
```
Forces are in eV/Å.

These are the Löwdin partial charges, in e, on atoms 1 to 99: atom 1 (O): 0.11, atom 2 (C): -0.41, atom 3 (C): 0.04, atom 4 (C): 0.05, atom 5 (C): -0.38, atom 6 (O): 0.04, atom 7 (C): -0.01, atom 8 (C): 0.04, atom 9 (H): 0.08, atom 10 (H): 0.02, atom 11 (H): 0.05, atom 12 (H): 0.07, atom 13 (C): -0.08, atom 14 (C): -0.22, atom 15 (O): -0.31, atom 16 (S): 0.65, atom 17 (C): -0.08, atom 18 (O): -0.29, atom 19 (O): -0.34, atom 20 (H): 0.08, atom 21 (H): -0.01, atom 22 (H): 0.02, atom 23 (H): 0.10, atom 24 (H): 0.11, atom 25 (H): 0.06, atom 26 (H): 0.05, atom 27 (H): 0.08, atom 28 (C): -0.06, atom 29 (C): -0.26, atom 30 (O): -0.28, atom 31 (S): 0.63, atom 32 (C): -0.08, atom 33 (O): -0.39, atom 34 (O): -0.31, atom 35 (H): 0.06, atom 36 (H): 0.08, atom 37 (H): 0.06, atom 38 (H): 0.11, atom 39 (H): 0.12, atom 40 (H): 0.07, atom 41 (H): 0.06, atom 42 (H): 0.07, atom 43 (C): -0.08, atom 44 (C): -0.33, atom 45 (O): -0.28, atom 46 (S): 0.72, atom 47 (C): -0.07, atom 48 (O): -0.30, atom 49 (O): -0.32, atom 50 (H): 0.06, atom 51 (H): 0.06, atom 52 (H): 0.09, atom 53 (H): 0.03, atom 54 (H): 0.10, atom 55 (H): 0.06, atom 56 (H): 0.06, atom 57 (H): 0.04, atom 58 (C): -0.09, atom 59 (C): -0.36, atom 60 (O): -0.24, atom 61 (S): 0.68, atom 62 (C): -0.09, atom 63 (O): -0.30, atom 64 (O): -0.31, atom 65 (H): 0.09, atom 66 (H): 0.07, atom 67 (H): 0.08, atom 68 (H): 0.10, atom 69 (H): 0.12, atom 70 (H): 0.05, atom 71 (H): 0.06, atom 72 (H): 0.08, atom 73 (Br): 0.64, atom 74 (C): -0.66, atom 75 (C): -0.62, atom 76 (Br): 0.65, atom 77 (H): 0.02, atom 78 (H): 0.02, atom 79 (H): 0.01, atom 80 (H): 0.05, atom 81 (Br): 0.61, atom 82 (C): -0.58, atom 83 (C): -0.59, atom 84 (Br): 0.59, atom 85 (H): 0.05, atom 86 (H): 0.07, atom 87 (H): 0.05, atom 88 (H): 0.06, atom 89 (Br): 0.66, atom 90 (C): -0.62, atom 91 (C): -0.65, atom 92 (Br): 0.56, atom 93 (H): 0.06, atom 94 (H): 0.05, atom 95 (H): 0.05, atom 96 (H): -0.01, atom 97 (Br): 0.60, atom 98 (C): -0.68, atom 99 (C): -0.64

=====

[2]
The following is a quantum chemistry calculation of a molecular structure, C28H56Br18FN2O7P2 in a non-equilibrium geometry, from the OMol25 dataset.

## Properties
energy: -48851.2779 Eh
net charge: +1

Structure (XYZ):
```
114
Properties=species:S:1:pos:R:3:forces:R:3
C 0.800 -7.686 -1.136 -0.502 0.129 0.451
C -0.486 -7.204 -1.045 0.286 0.061 -0.704
C -0.732 -5.840 -1.599 -0.379 -0.876 -1.653
C -0.184 -4.729 -0.641 -0.025 -1.004 -1.232
F -0.129 -5.222 0.627 -0.044 0.621 0.343
O 1.143 -4.485 -1.021 -0.263 0.210 0.200
C 1.353 -3.236 -1.647 0.222 -0.239 -0.028
C 1.007 -2.170 -0.633 0.572 0.269 -0.276
C 1.630 -0.801 -0.891 -0.119 -0.074 -0.018
P 3.403 -0.661 -0.456 1.125 0.872 -0.388
O 4.001 0.503 -1.082 -0.204 0.394 -0.124
O 3.433 -0.611 1.151 -0.705 -0.493 -0.716
O 4.193 -1.973 -0.888 -1.017 -0.377 0.379
N -0.496 -2.175 -0.489 -0.756 -0.049 0.859
P -1.323 -0.777 -1.453 0.853 1.619 -1.956
N -1.587 0.338 -0.197 -0.343 -1.562 0.076
O -2.790 -1.327 -1.843 -0.121 -0.385 0.923
C -1.143 -3.518 -0.759 0.103 -0.536 0.809
C -2.299 -3.613 0.248 -0.147 0.292 0.582
C -3.408 -4.560 -0.150 0.866 0.711 -0.774
O -4.287 -4.126 -0.847 1.943 -0.792 -2.329
O -3.321 -5.811 0.304 0.819 0.015 -0.310
H 1.243 -7.948 -2.093 0.798 1.813 -0.174
H 1.397 -7.809 -0.237 -0.430 -1.975 0.058
H -1.315 -7.783 -0.648 0.332 0.707 1.854
H -0.113 -5.756 -2.502 -0.034 0.253 -0.031
H -1.760 -5.643 -1.919 -0.095 0.053 0.236
H 0.791 -3.141 -2.584 -0.166 0.124 0.059
H 2.401 -3.200 -1.924 0.073 0.085 0.114
H 1.387 -2.539 0.324 -0.169 -0.177 0.055
H 1.548 -0.483 -1.930 0.084 -0.127 -0.103
H 1.156 -0.002 -0.312 -0.036 -0.031 0.092
H 2.676 -1.123 1.467 0.205 0.054 0.665
H 4.059 -2.687 -0.238 0.531 -0.109 0.022
H -0.693 -1.963 0.491 0.024 -0.177 0.058
H -1.407 -0.055 0.724 0.138 0.496 0.209
H -2.594 0.528 -0.167 0.020 0.351 -0.024
H -3.169 -0.837 -2.585 0.062 -0.194 -0.221
H -1.528 -3.533 -1.776 0.049 0.331 -0.072
H -2.765 -2.627 0.276 -0.240 -0.083 -0.022
H -1.940 -3.819 1.257 0.228 -0.217 -0.079
H -3.602 -6.404 -0.408 -0.615 -0.140 0.296
Br -2.283 1.522 2.636 -0.007 0.006 0.412
C -2.792 3.095 1.609 0.114 0.040 0.065
C -4.273 3.320 1.666 -0.124 -0.009 -0.217
Br -5.210 2.043 0.525 -0.002 -0.040 0.014
H -2.430 2.938 0.597 -0.005 0.052 -0.017
H -2.252 3.924 2.058 -0.027 0.001 0.011
H -4.519 4.305 1.275 0.043 0.004 -0.034
H -4.689 3.213 2.663 0.036 -0.027 0.020
Br -2.246 5.306 -1.561 0.039 -0.009 -0.045
C -3.866 5.851 -2.501 0.006 0.037 0.172
C -4.920 4.780 -2.454 -0.068 -0.044 -0.162
Br -4.524 3.330 -3.691 0.038 -0.071 0.096
H -3.569 6.112 -3.511 0.008 -0.004 -0.009
H -4.206 6.746 -1.984 -0.025 -0.004 -0.001
H -5.879 5.176 -2.778 0.019 0.048 -0.013
H -5.028 4.331 -1.471 0.013 -0.005 0.008
Br 5.110 -3.660 1.962 -0.137 -0.039 -0.200
C 6.606 -4.439 0.981 0.015 -0.109 0.164
C 7.807 -3.532 1.014 0.080 0.129 -0.237
Br 7.603 -2.028 -0.196 -0.017 0.023 0.089
H 6.257 -4.644 -0.025 0.048 0.035 -0.034
H 6.822 -5.378 1.487 -0.007 0.014 0.034
H 8.691 -4.064 0.670 -0.026 -0.068 0.023
H 7.993 -3.121 2.001 -0.030 -0.057 0.040
Br -0.476 5.888 2.609 0.072 0.108 0.020
C 0.285 5.172 4.253 -0.075 -0.201 -0.166
C -0.702 5.214 5.389 0.089 0.181 0.207
Br -0.904 7.011 6.098 -0.063 -0.013 -0.052
H 1.186 5.741 4.454 -0.025 0.042 0.043
H 0.551 4.143 4.021 -0.014 -0.012 0.022
H -0.345 4.614 6.222 0.032 -0.040 -0.037
H -1.692 4.878 5.098 0.016 -0.041 -0.043
Br -5.885 -4.180 0.684 -3.046 0.509 2.676
C -7.101 -3.781 2.177 0.023 -0.244 -0.492
C -6.891 -2.367 2.647 -0.027 -0.005 0.252
Br -5.249 -2.194 3.692 0.023 0.047 -0.114
H -6.920 -4.521 2.951 -0.006 0.072 0.069
H -8.113 -3.905 1.795 -0.010 0.062 0.031
H -7.688 -2.054 3.317 0.008 -0.020 0.028
H -6.811 -1.660 1.828 0.011 -0.031 -0.031
Br 1.101 10.137 -3.612 0.021 0.011 0.020
C 0.466 8.350 -3.194 0.206 0.101 -0.037
C -0.234 7.725 -4.369 -0.229 -0.153 0.080
Br -2.018 8.466 -4.613 0.031 0.033 -0.044
H -0.172 8.439 -2.321 -0.054 -0.034 -0.024
H 1.356 7.781 -2.935 -0.012 -0.040 -0.031
H -0.384 6.661 -4.198 0.021 0.000 0.044
H 0.295 7.871 -5.305 0.039 0.049 0.019
Br -1.260 14.164 -6.318 -0.060 0.007 0.035
C -0.757 14.897 -4.589 0.120 -0.014 -0.233
C -0.271 13.825 -3.652 -0.099 -0.002 0.242
Br -1.739 12.772 -2.938 -0.030 -0.035 -0.032
H -1.624 15.427 -4.207 -0.005 -0.023 0.049
H 0.039 15.607 -4.799 0.026 -0.012 0.037
H 0.212 14.269 -2.784 0.008 0.044 -0.022
H 0.411 13.128 -4.128 -0.007 0.019 -0.060
Br 4.279 -0.404 3.930 -0.024 -0.030 0.152
C 4.762 -0.621 5.801 -0.022 0.191 -0.124
C 6.137 -1.217 5.932 0.020 -0.245 0.200
Br 6.113 -3.127 5.546 0.075 0.099 0.022
H 3.995 -1.234 6.262 0.030 -0.040 0.021
H 4.730 0.379 6.228 0.069 -0.003 0.018
H 6.495 -1.133 6.955 -0.036 0.022 0.015
H 6.858 -0.765 5.260 -0.037 0.029 -0.035
Br 1.540 -10.946 -0.611 0.046 -0.084 -0.098
C 3.179 -11.600 -1.434 -0.123 -0.087 0.216
C 4.314 -10.626 -1.267 0.105 0.030 -0.192
Br 4.150 -9.108 -2.474 -0.022 0.036 0.068
H 2.948 -11.806 -2.473 0.044 0.033 -0.027
H 3.405 -12.532 -0.922 0.045 0.007 0.003
H 5.259 -11.097 -1.527 -0.015 -0.037 -0.006
H 4.374 -10.221 -0.262 -0.036 -0.030 0.025
```
Forces are in eV/Å.

These are the Löwdin partial charges, in e, on atoms 1 to 99: atom 1 (C): -0.03, atom 2 (C): -0.14, atom 3 (C): -0.10, atom 4 (C): -0.45, atom 5 (F): 0.10, atom 6 (O): -0.01, atom 7 (C): -0.12, atom 8 (C): -0.30, atom 9 (C): -0.19, atom 10 (P): 0.40, atom 11 (O): -0.23, atom 12 (O): -0.23, atom 13 (O): -0.17, atom 14 (N): -0.11, atom 15 (P): 0.95, atom 16 (N): -0.16, atom 17 (O): -0.24, atom 18 (C): -0.17, atom 19 (C): -0.03, atom 20 (C): -0.66, atom 21 (O): -0.18, atom 22 (O): 0.11, atom 23 (H): 0.04, atom 24 (H): 0.06, atom 25 (H): 0.10, atom 26 (H): 0.14, atom 27 (H): 0.11, atom 28 (H): 0.15, atom 29 (H): 0.14, atom 30 (H): 0.16, atom 31 (H): 0.10, atom 32 (H): 0.09, atom 33 (H): 0.04, atom 34 (H): 0.00, atom 35 (H): 0.14, atom 36 (H): -0.04, atom 37 (H): 0.00, atom 38 (H): 0.08, atom 39 (H): 0.15, atom 40 (H): 0.12, atom 41 (H): 0.15, atom 42 (H): 0.14, atom 43 (Br): 0.66, atom 44 (C): -0.70, atom 45 (C): -0.66, atom 46 (Br): 0.63, atom 47 (H): 0.02, atom 48 (H): -0.03, atom 49 (H): 0.06, atom 50 (H): 0.06, atom 51 (Br): 0.62, atom 52 (C): -0.68, atom 53 (C): -0.69, atom 54 (Br): 0.59, atom 55 (H): 0.01, atom 56 (H): 0.07, atom 57 (H): 0.07, atom 58 (H): 0.00, atom 59 (Br): 0.65, atom 60 (C): -0.65, atom 61 (C): -0.68, atom 62 (Br): 0.66, atom 63 (H): 0.05, atom 64 (H): 0.06, atom 65 (H): 0.06, atom 66 (H): 0.05, atom 67 (Br): 0.65, atom 68 (C): -0.68, atom 69 (C): -0.71, atom 70 (Br): 0.63, atom 71 (H): 0.05, atom 72 (H): 0.06, atom 73 (H): 0.06, atom 74 (H): 0.04, atom 75 (Br): 0.98, atom 76 (C): -0.62, atom 77 (C): -0.69, atom 78 (Br): 0.58, atom 79 (H): 0.05, atom 80 (H): 0.06, atom 81 (H): 0.06, atom 82 (H): 0.04, atom 83 (Br): 0.63, atom 84 (C): -0.70, atom 85 (C): -0.69, atom 86 (Br): 0.63, atom 87 (H): 0.05, atom 88 (H): 0.06, atom 89 (H): 0.04, atom 90 (H): 0.05, atom 91 (Br): 0.61, atom 92 (C): -0.70, atom 93 (C): -0.71, atom 94 (Br): 0.58, atom 95 (H): 0.05, atom 96 (H): 0.06, atom 97 (H): 0.06, atom 98 (H): 0.02, atom 99 (Br): 0.68

=====

| no. | Kohn-Sham gap (hartree) | HOMO energy (eV) | E_LUMO (eV) |
| --- | --- | --- | --- |
| 1 | 0.2969 | -9.9 | -1.86 |
| 2 | 0.2676 | -10.0 | -2.77 |